Record 1
{
  "formula": "C23H33N6PdS2Sb",
  "method": "ωB97M-V with the def2-TZVPD basis set",
  "energy_ev": -65018.4696,
  "homo_energy_ha": -0.239,
  "species": ["H", "H", "C", "H", "H", "H", "H", "C", "H", "S", "H", "H", "H", "Pd", "N", "H", "H", "N", "C", "C", "N", "H", "H", "C", "H", "C", "C", "C", "H", "H", "H", "H", "N", "C", "H", "C", "N", "C", "C", "H", "H", "H", "N", "C", "H", "C", "H", "Sb", "H", "H", "H", "C", "S", "C", "C", "C", "H", "H", "H", "C", "H", "C", "C", "C", "C", "H"],
  "positions_angstrom": [[2.817, -2.761, -4.546], [-4.245, -0.474, 0.259], [-0.825, -0.141, 4.035], [-1.938, -1.780, 4.933], [3.432, -2.283, 4.596], [-4.448, -4.206, -2.330], [-2.599, -2.659, 2.978], [3.170, -1.431, 2.001], [4.199, -1.388, 2.367], [1.102, 1.697, 1.359], [-0.299, -3.526, 3.585], [1.573, 4.266, 2.513], [-0.059, 0.576, 4.350], [-0.177, 0.257, 0.229], [1.293, -0.885, -1.549], [-3.032, -4.698, -3.219], [-2.365, -4.333, 2.465], [-1.340, -1.172, -0.879], [2.398, -2.310, 4.243], [0.238, -4.090, 1.579], [-3.416, -2.278, -1.174], [1.751, -2.144, 5.105], [0.069, -3.756, 0.550], [-0.620, 5.790, 0.436], [-1.824, 4.800, -1.034], [-1.080, 4.685, -0.257], [-0.600, 3.410, 0.043], [3.133, -1.294, -3.008], [4.150, -1.062, -3.290], [0.677, 6.506, 1.990], [-2.460, 1.248, 4.305], [-1.013, 6.770, 0.199], [-3.245, -0.433, 0.177], [2.389, -2.236, -3.702], [2.208, -3.319, 3.872], [-0.520, -3.208, 2.561], [-3.464, -4.134, -2.511], [2.538, -0.647, -1.937], [2.193, -1.262, 3.158], [3.036, -0.645, 1.255], [-1.718, 1.313, 2.696], [3.074, 0.100, -1.361], [-1.500, -2.962, -2.400], [0.574, -1.786, -2.222], [-0.105, -5.126, 1.649], [-2.668, -1.307, -0.654], [-2.750, 0.443, 0.341], [0.166, -1.151, 2.399], [-0.326, -1.563, 5.615], [-1.618, -0.432, 6.017], [1.315, -4.082, 1.756], [-1.190, -1.034, 5.211], [-1.218, 2.016, -0.817], [-2.020, -3.307, 2.317], [0.328, 5.642, 1.439], [-2.019, 0.645, 3.506], [2.341, -0.268, 3.591], [-2.265, -3.029, 1.290], [3.036, -2.393, 1.499], [1.090, -2.492, -3.309], [0.473, -3.211, -3.825], [0.828, 4.389, 1.737], [0.385, 3.269, 1.036], [-2.778, -3.093, -2.008], [-0.828, -1.992, -1.805], [-2.798, -0.022, 3.126]],
  "nbo_charge": [0.220, 0.409, -0.528, 0.200, 0.212, 0.409, 0.208, -0.626, 0.208, -0.143, 0.214, 0.210, 0.227, 0.416, -0.447, 0.408, 0.208, -0.585, -0.622, -0.623, -0.579, 0.207, 0.204, -0.224, 0.212, -0.261, -0.078, -0.232, 0.225, 0.207, 0.209, 0.207, -0.783, -0.174, 0.199, -0.543, -0.768, 0.047, -0.527, 0.227, 0.236, 0.211, -0.566, 0.195, 0.210, 0.622, 0.438, 1.220, 0.205, 0.213, 0.209, -0.622, -0.275, -0.610, -0.235, -0.630, 0.228, 0.201, 0.197, -0.217, 0.242, -0.215, -0.247, 0.601, 0.447, 0.196]
}

=====

Record 2
{
  "formula": "C23H33N7O4SSi2Sr",
  "method": "ωB97M-V with the def2-TZVPD basis set",
  "energy_ev": -70436.6340,
  "de_lowest_ev": 1.809,
  "charge": -2,
  "homo_energy_ha": -0.024,
  "species": ["H", "H", "C", "C", "C", "C", "C", "H", "H", "H", "O", "H", "C", "H", "C", "C", "N", "C", "Sr", "C", "O", "H", "H", "N", "H", "H", "H", "H", "H", "C", "S", "H", "O", "C", "N", "H", "H", "H", "Si", "H", "H", "N", "C", "C", "H", "O", "H", "C", "C", "N", "H", "H", "H", "C", "H", "H", "H", "N", "H", "H", "C", "C", "H", "C", "H", "C", "C", "N", "H", "Si", "C"],
  "positions_angstrom": [[3.509, -0.296, -5.944], [3.587, -3.533, -0.111], [0.757, -4.569, 4.468], [-0.599, 4.844, 1.912], [1.796, -4.873, 3.608], [3.424, -2.491, 0.176], [-2.516, 0.139, -4.973], [-0.370, 3.481, -3.674], [-0.802, -3.217, 4.909], [-1.729, -1.445, 5.529], [1.647, 0.033, -5.242], [-3.156, 0.260, -5.845], [2.975, 0.445, -5.341], [-3.711, 1.019, -1.311], [0.242, -2.597, 3.131], [-0.310, -0.432, -3.965], [-0.528, 3.968, 0.895], [-2.187, 0.170, -2.607], [0.474, 0.554, -1.068], [-2.703, 0.592, -1.313], [1.155, 2.804, -0.157], [3.069, 1.427, -5.839], [3.422, 0.499, -4.341], [-2.032, 0.582, -0.220], [-0.374, -3.451, -0.412], [-0.549, -0.151, 5.322], [-2.409, -1.922, 1.168], [-0.850, -0.501, -6.105], [1.106, -4.418, -0.379], [1.256, -2.930, 2.221], [-0.363, 0.740, 2.207], [3.815, -1.870, -0.626], [-1.620, 5.302, 2.412], [1.727, 4.379, 1.582], [-0.215, 2.519, -3.392], [-3.156, 2.828, 2.615], [0.873, 5.043, 3.493], [4.028, -2.291, 1.063], [-1.001, -1.161, 3.080], [2.416, -5.746, 3.781], [-2.895, -2.687, 2.681], [-2.679, 1.194, 0.837], [-2.585, -1.744, 2.225], [-1.248, -0.282, -5.121], [0.539, -5.198, 5.324], [1.687, 0.520, -2.976], [0.839, -3.210, -1.645], [0.700, -3.423, -0.588], [-1.415, -0.634, 4.874], [-0.977, -0.360, -2.670], [0.954, 6.313, 2.276], [0.187, -1.417, -4.033], [1.454, 2.386, -4.485], [0.002, -3.441, 4.220], [-3.396, -1.026, 2.321], [-3.998, 0.892, -3.549], [2.812, -4.335, 1.829], [0.545, 1.913, -4.439], [2.285, 3.638, 2.155], [2.443, 4.935, 0.975], [0.933, 0.525, -4.059], [0.812, 5.240, 2.421], [0.325, 2.578, -2.525], [-2.018, 1.367, 1.902], [-2.219, 0.099, 4.838], [2.019, -4.065, 2.511], [-3.025, 0.439, -3.686], [-2.584, 2.060, 2.948], [-1.880, 2.401, 3.588], [1.548, -2.042, 0.482], [0.737, 3.630, 0.660]],
  "mulliken_charge": [0.262, 0.355, -0.739, 0.365, -0.784, -1.479, -0.252, 0.269, 0.131, 0.407, -0.338, 0.322, -0.830, 0.257, 0.548, -0.143, -0.217, 1.406, 1.550, -0.896, -0.605, 0.208, 0.292, 0.964, 0.267, 0.341, 0.219, 0.411, 0.435, 0.436, -0.260, 0.272, -0.731, -0.477, -0.112, 0.307, 0.196, 0.363, 0.502, 0.372, 0.451, -1.041, -1.165, -1.129, 0.352, -1.138, 0.306, -1.285, -1.394, -0.807, 0.253, 0.164, 0.386, -0.668, 0.420, 0.272, 0.225, -0.405, 0.188, 0.298, 0.688, -0.415, -0.045, 0.112, 0.369, -0.294, -0.833, -0.414, 0.301, 0.489, 0.166]
}

=====

Record 3
{
  "formula": "C23H33N9O5W",
  "method": "ωB97M-V with the def2-TZVPD basis set",
  "energy_ev": -49851.4488,
  "de_lowest_ev": 0.000,
  "charge": 2,
  "spin_multiplicity": 3,
  "homo_energy_ha": [-0.481, -0.523],
  "s2": 2.0119,
  "species": ["C", "H", "C", "H", "H", "C", "H", "H", "C", "H", "C", "H", "N", "H", "C", "C", "H", "H", "C", "C", "H", "H", "H", "O", "C", "H", "N", "N", "N", "C", "C", "H", "C", "H", "C", "C", "H", "C", "H", "C", "H", "H", "O", "C", "O", "C", "H", "N", "W", "H", "N", "H", "C", "H", "H", "C", "O", "H", "H", "N", "N", "O", "H", "H", "N", "H", "C", "H", "H", "H", "C"],
  "positions_angstrom": [[-3.457, -3.419, 1.196], [2.639, -3.930, 3.847], [3.768, 1.578, 1.173], [3.075, -2.223, 3.978], [-3.778, 5.150, -1.629], [2.135, -1.163, -2.608], [4.058, -3.312, 2.976], [-2.552, 2.316, 2.052], [0.154, 2.755, -1.415], [-4.209, 1.815, 1.659], [4.313, -1.182, -1.266], [-0.009, 3.831, -1.355], [0.947, -1.636, 0.761], [-5.177, 3.085, -0.210], [-3.180, 1.825, 1.307], [4.930, -0.078, -0.403], [1.674, -2.107, -2.313], [5.511, -0.460, 0.432], [3.049, -3.080, 3.310], [-3.784, 4.063, -1.599], [1.880, -0.679, 2.435], [4.213, -2.127, -0.724], [-2.844, 3.509, -3.847], [-0.880, -0.777, -1.695], [-3.122, -3.224, -0.151], [1.502, 2.869, 0.259], [-3.163, 2.502, 0.030], [-2.435, 3.521, -1.802], [-1.790, -1.393, 0.490], [-2.131, 2.627, -0.819], [-1.260, -0.640, 2.659], [1.352, -0.450, -2.844], [-4.181, 3.525, -0.229], [-3.087, -2.757, 3.241], [-2.886, -2.606, 2.187], [2.688, 0.329, -0.692], [-1.733, 2.241, -3.330], [-2.009, 3.286, -3.187], [4.054, 2.578, 0.841], [-2.039, -1.604, 1.785], [2.747, -1.334, -3.493], [-4.493, -4.479, 2.413], [-1.872, -2.458, -2.807], [0.946, -2.964, 0.380], [-4.305, -4.407, 1.468], [1.716, -3.672, 1.244], [4.863, -1.361, -2.187], [3.736, 0.628, 0.077], [-0.249, 0.063, -0.018], [0.235, 2.471, -2.466], [2.983, -0.637, -1.553], [-3.521, -3.870, -0.921], [-2.262, -2.201, -0.456], [4.497, 1.239, 1.907], [2.791, 1.626, 1.650], [1.455, 2.405, -0.729], [-1.210, -0.720, 3.851], [5.556, 0.600, -0.987], [-1.180, 3.928, -3.477], [-0.940, 2.025, -0.726], [2.197, -2.769, 2.163], [-0.644, 0.284, 1.921], [1.960, -4.719, 1.293], [0.400, -3.314, -0.480], [1.466, 0.933, -0.627], [2.298, 2.762, -1.322], [1.715, -1.566, 1.844], [-4.126, 4.294, 0.545], [-4.448, 3.700, -2.385], [-2.862, 0.798, 1.182], [-1.681, -1.841, -1.804]],
  "lowdin_spin": [0.017, 0.000, 0.000, 0.000, 0.000, 0.001, 0.000, 0.000, 0.006, 0.000, 0.000, 0.000, 0.016, 0.000, 0.007, 0.000, 0.000, 0.000, 0.000, 0.001, 0.001, 0.000, 0.000, 0.044, -0.004, 0.000, 0.009, 0.005, 0.003, 0.017, 0.009, 0.000, 0.001, 0.000, -0.002, 0.003, 0.000, 0.001, 0.000, 0.014, 0.000, 0.000, 0.032, 0.009, 0.012, 0.001, 0.000, -0.001, 1.619, 0.001, -0.001, 0.000, 0.013, 0.000, 0.000, 0.013, 0.029, 0.000, 0.000, 0.039, 0.006, 0.035, 0.000, 0.000, 0.014, 0.001, 0.013, 0.000, 0.000, 0.005, 0.010]
}

=====

Record 4
{
  "formula": "C23H33N9ReTe",
  "method": "ωB97M-V with the def2-TZVPD basis set",
  "energy_ev": -47206.2602,
  "de_lowest_ev": 0.486,
  "charge": 2,
  "spin_multiplicity": 2,
  "homo_energy_ha": [-0.463, -0.487],
  "s2": 0.7679,
  "species": ["C", "C", "C", "H", "N", "H", "H", "N", "H", "H", "C", "H", "C", "H", "H", "C", "H", "H", "C", "H", "C", "H", "C", "N", "C", "H", "N", "C", "C", "H", "H", "N", "H", "C", "H", "C", "H", "N", "C", "H", "N", "C", "H", "C", "H", "Re", "C", "H", "H", "N", "H", "C", "Te", "H", "C", "H", "H", "H", "C", "C", "H", "N", "H", "H", "C", "H", "H"],
  "positions_angstrom": [[-3.512, -2.664, -1.859], [-3.834, -0.596, -0.468], [2.088, 1.867, 1.745], [2.000, 4.830, 1.391], [1.299, 1.650, 0.512], [-0.774, -2.152, -6.979], [0.373, -2.321, 0.598], [-1.103, -0.434, -0.077], [3.085, 5.406, 0.138], [-2.066, -3.682, -5.465], [-1.226, -1.789, -6.063], [-0.156, 0.306, 5.029], [-1.925, 0.484, 0.466], [1.945, -4.054, 3.656], [0.430, -0.701, 6.347], [-2.455, -2.086, -4.063], [-1.451, 1.268, 1.044], [0.039, 3.922, -2.940], [0.965, -3.576, 3.731], [2.054, 2.892, 2.087], [0.911, -3.000, 1.291], [0.468, 0.327, -1.919], [2.686, 4.510, 0.606], [1.056, -1.352, 4.488], [-2.993, -1.531, -1.066], [1.569, -2.969, 5.746], [0.777, 2.409, -1.677], [-1.634, -1.413, -0.831], [-1.930, -2.637, -5.223], [1.937, -3.158, 0.962], [-0.937, -2.114, -1.274], [-2.304, -0.785, -3.780], [-4.904, -0.659, -0.617], [-3.291, 0.425, 0.296], [1.619, 3.265, -3.395], [1.505, 1.031, 2.864], [0.360, 1.288, -3.355], [1.147, -0.294, 2.331], [1.002, -1.345, 3.148], [-3.665, -3.822, -3.567], [-1.085, -0.492, -5.801], [0.991, 3.561, -2.552], [-0.166, -2.788, 5.427], [-3.242, -2.922, -3.136], [-4.168, -3.343, -1.325], [0.972, -0.349, 0.357], [1.676, 4.558, -1.636], [-0.974, 1.334, -2.174], [-3.918, 1.177, 0.752], [2.015, 3.757, -0.453], [-1.573, 1.002, -4.484], [0.831, -2.721, 4.987], [2.932, -1.009, -0.932], [2.581, 4.975, -2.072], [0.704, -0.254, 5.395], [0.349, -3.929, 1.175], [3.528, 3.969, 1.026], [0.194, -4.340, 3.652], [0.112, 1.284, -2.293], [1.372, 2.564, -0.479], [3.130, 1.585, 1.566], [0.810, -2.581, 2.669], [1.540, 0.416, 5.577], [0.615, 1.526, 3.258], [-1.647, -0.063, -4.679], [2.244, 0.952, 3.662], [1.019, 5.381, -1.346]],
  "nbo_charge": [-0.206, -0.116, -0.237, 0.207, -0.610, 0.219, 0.178, -0.532, 0.238, 0.239, 0.094, 0.212, 0.033, 0.217, 0.240, 0.171, 0.220, 0.222, -0.218, 0.224, -0.361, 0.202, -0.415, -0.376, 0.042, 0.238, -0.387, 0.034, -0.263, 0.245, 0.223, -0.484, 0.248, -0.223, 0.217, -0.240, 0.238, -0.610, 0.683, 0.236, -0.425, -0.214, 0.214, -0.176, 0.237, 0.697, -0.214, 0.215, 0.253, -0.390, 0.174, -0.215, 0.052, 0.229, -0.415, 0.254, 0.224, 0.231, -0.395, 0.683, 0.211, -0.386, 0.224, 0.201, 0.253, 0.226, 0.211]
}